Formula: C31H28CrNO2PS7
Source: the OMol25 dataset
Level of theory: the ωB97M-V functional and the def2-TZVPD basis

Positions of all 71 atoms, in Å:
Cr: -0.499 1.440 -0.049
N: -0.486 0.800 2.016
C: 0.611 1.175 2.840
C: 0.362 1.725 4.090
C: 1.398 2.074 4.941
C: 2.706 1.876 4.527
C: 2.950 1.358 3.262
C: 1.925 0.988 2.389
C: 2.265 0.475 1.025
C: 3.439 -0.281 0.911
C: 3.930 -0.670 -0.322
C: 3.246 -0.277 -1.466
C: 2.055 0.427 -1.342
C: 1.484 0.799 -0.108
H: -1.375 1.015 2.452
H: -0.486 -0.199 1.785
H: -0.668 1.887 4.389
H: 1.184 2.494 5.917
H: 3.535 2.129 5.177
H: 3.975 1.264 2.923
H: 3.956 -0.606 1.808
H: 4.824 -1.281 -0.390
H: 3.622 -0.551 -2.447
H: 1.528 0.675 -2.258
O: -5.965 2.201 -4.281
C: -5.010 2.123 -3.531
S: -5.116 2.227 -1.780
C: -3.398 2.043 -1.417
C: -2.585 1.902 -2.480
S: -0.848 1.703 -2.426
S: -3.347 1.914 -4.066
S: -2.900 2.093 0.250
O: -0.039 3.819 1.179
S: -0.360 4.347 -0.195
C: -0.311 6.182 -0.005
C: 1.106 6.648 -0.310
C: 1.551 5.793 -1.493
C: 1.235 4.358 -1.099
H: -0.652 6.372 1.011
H: -1.033 6.588 -0.719
H: 1.752 6.451 0.549
H: 1.149 7.718 -0.532
H: 2.612 5.916 -1.725
H: 0.976 6.073 -2.381
H: 1.937 3.955 -0.366
H: 1.147 3.667 -1.936
S: 0.429 -3.285 2.062
P: -0.687 -3.174 0.428
S: -1.478 -1.426 -0.104
C: 0.275 -3.848 -0.981
C: 0.720 -2.993 -1.984
C: 1.504 -3.485 -3.022
C: 1.845 -4.829 -3.068
C: 1.417 -5.684 -2.057
C: 0.647 -5.191 -1.014
C: -2.113 -4.330 0.559
C: -2.549 -5.141 -0.481
C: -3.757 -5.827 -0.386
C: -4.546 -5.698 0.745
C: -4.113 -4.893 1.793
C: -2.907 -4.218 1.701
H: 0.438 -1.947 -1.947
H: 1.847 -2.810 -3.798
H: 2.446 -5.213 -3.885
H: 1.694 -6.732 -2.078
H: 0.335 -5.847 -0.208
H: -1.953 -5.230 -1.381
H: -4.086 -6.453 -1.207
H: -5.501 -6.209 0.805
H: -4.726 -4.782 2.680
H: -2.561 -3.585 2.509

LUMO (alpha / beta)	4.01 / 4.00	eV
spin multiplicity	5
molecular weight	754.0	u
charge	-2
total energy	-5576.66968	Ha
energy above the lowest of the compared OMol25 structures with the same formula, charge and spin	0.000	eV
frontier orbital gap (alpha / beta)	5.194 / 5.396	eV

Charges in e, computed with Mulliken, in the same order as the atoms: 0.992 -0.103 0.672 -0.718 -0.660 -0.650 -1.143 0.721 0.756 -0.496 -0.865 -0.570 -0.546 0.307 0.250 -0.192 0.340 0.363 0.372 0.471 0.498 0.316 0.374 0.279 -0.684 0.597 -0.204 0.035 0.066 -0.676 -0.203 -0.619 -0.603 0.574 -0.831 -0.507 -0.697 -0.498 0.344 0.333 0.264 0.346 0.340 0.282 0.287 0.269 -0.570 1.290 -0.519 -0.042 -0.594 -0.548 -0.434 -0.557 -0.172 0.133 -0.245 -0.666 -0.344 -0.637 -0.463 0.232 0.426 0.338 0.350 0.400 0.337 0.347 0.342 0.346 0.271